[1]
{
  "formula": "C7H18BrN2",
  "method": "the ωB97M-V functional and the def2-TZVPD basis",
  "homo_lumo_gap_ev": 9.8,
  "lumo_energy_ev": -3.34,
  "homo_energy_ev": -13.169,
  "smiles": "CN(Br)C[N@@H+](C)C(C)(C)C",
  "fmax_ha_per_bohr": 0.064,
  "total_charge": 1,
  "species": ["C", "N", "Br", "C", "N", "C", "C", "C", "C", "C", "H", "H", "H", "H", "H", "H", "H", "H", "H", "H", "H", "H", "H", "H", "H", "H", "H", "H"],
  "xyz": [[3.1329, -2.0044, 0.8080], [2.4508, -0.8616, 0.2461], [3.4576, 0.7788, 0.3938], [1.0116, -0.6343, 0.8773], [0.3143, 0.1905, -0.1280], [-0.1203, -0.6717, -1.2438], [-0.7484, 1.1478, 0.4188], [-1.3530, 1.9057, -0.7604], [-1.8136, 0.3698, 1.1758], [-0.0369, 2.1482, 1.3290], [4.1188, -2.0693, 0.3480], [3.2449, -1.9727, 1.8961], [2.5695, -2.8966, 0.5290], [1.0931, -0.1270, 1.8355], [0.5475, -1.6123, 0.9803], [1.0524, 0.8100, -0.4975], [-0.9686, -1.2797, -0.9373], [-0.3951, -0.0765, -2.1098], [0.7072, -1.3216, -1.5216], [-0.5798, 2.3700, -1.3683], [-1.9772, 1.2771, -1.3878], [-1.9874, 2.7007, -0.3790], [-1.3918, -0.2038, 1.9962], [-2.3699, -0.2992, 0.5249], [-2.5252, 1.0747, 1.5986], [0.2542, 1.7191, 2.2834], [0.8456, 2.5632, 0.8457], [-0.7068, 2.9754, 1.5471]],
  "forces_ev_per_a": [[0.4434, -0.1134, 0.3471], [-2.6383, 1.0625, 0.4804], [-0.4345, -0.7890, 0.1541], [3.1834, -0.3754, -0.6317], [0.1819, 0.3574, -0.1160], [-0.2331, -0.4447, -0.6579], [-0.4122, 0.4249, 0.2277], [0.0061, -0.1459, 0.0419], [0.1046, -0.0386, -0.1260], [0.0208, -0.1071, 0.0221], [-0.0624, -0.0571, 0.0703], [0.0372, 0.0064, -0.0059], [-0.0465, 0.0217, -0.0083], [-0.1221, 0.0265, -0.0743], [-0.0575, 0.0592, -0.0905], [-0.1132, -0.1032, 0.0452], [0.0116, 0.0792, 0.0866], [0.0303, 0.0574, 0.1102], [0.0288, 0.0848, 0.0997], [0.0989, 0.0866, -0.1279], [-0.0301, -0.0795, -0.0810], [-0.0111, 0.0373, 0.0827], [0.0346, -0.0636, 0.1494], [-0.0732, -0.0780, -0.0557], [-0.0120, 0.0584, 0.0227], [0.0675, -0.0393, 0.0801], [0.0936, 0.0740, -0.0257], [-0.0967, -0.0015, -0.0193]],
  "lowdin_charge": [-0.184, -0.532, 0.758, -0.162, -0.119, 0.016, -0.538, -0.022, -0.009, -0.026, 0.083, 0.090, 0.096, 0.115, 0.141, 0.109, 0.111, 0.106, 0.109, 0.104, 0.090, 0.104, 0.091, 0.090, 0.109, 0.088, 0.079, 0.105]
}


[2]
{
  "formula": "C5H10O",
  "method": "the ωB97M-V functional and the def2-TZVPD basis",
  "homo_lumo_gap_ev": 10.8,
  "lumo_energy_ev": 1.18,
  "homo_energy_ev": -9.589,
  "smiles": "COCC1CC1",
  "fmax_ha_per_bohr": 0.006,
  "total_charge": 0,
  "species": ["C", "O", "C", "C", "C", "C", "H", "H", "H", "H", "H", "H", "H", "H", "H", "H"],
  "xyz": [[-1.3953, 1.7600, 0.3218], [-0.6313, 0.8593, 1.0788], [0.6655, 0.5666, 0.5971], [0.8134, -0.9297, 0.4078], [1.1190, -1.5272, -0.9414], [-0.2633, -1.6232, -0.3707], [-1.0869, 1.7827, -0.7344], [-2.4404, 1.4352, 0.3666], [-1.3286, 2.7814, 0.7222], [0.8475, 1.0943, -0.3512], [1.4043, 0.9371, 1.3209], [1.2105, -1.4659, 1.2668], [1.7227, -2.4298, -0.9754], [1.2778, -0.8513, -1.7787], [-1.0386, -0.9916, -0.7979], [-0.6243, -2.5805, -0.0093]],
  "forces_ev_per_a": [[-0.2021, 0.2203, -0.1384], [-0.0239, -0.0121, 0.1486], [0.2234, -0.0595, -0.1376], [0.0316, 0.0118, 0.1650], [0.1508, -0.0286, -0.1445], [-0.1821, -0.0746, -0.0158], [-0.0445, -0.0446, 0.1770], [0.1279, 0.0956, 0.0094], [0.0135, -0.0927, -0.0730], [-0.0655, -0.1124, 0.0979], [-0.0814, -0.0612, -0.1251], [-0.1048, 0.0641, -0.1340], [-0.0715, 0.1719, 0.0168], [-0.0221, -0.0812, 0.1698], [0.1547, -0.1014, 0.0697], [0.0960, 0.1048, -0.0860]],
  "lowdin_charge": [-0.124, -0.192, -0.203, -0.268, -0.121, -0.120, 0.084, 0.087, 0.085, 0.119, 0.123, 0.133, 0.096, 0.098, 0.101, 0.101]
}


[3]
{
  "formula": "C4H12",
  "method": "the ωB97M-V functional and the def2-TZVPD basis",
  "homo_lumo_gap_ev": 12.2,
  "lumo_energy_ev": 1.05,
  "homo_energy_ev": -11.126,
  "smiles": "CCC.C",
  "fmax_ha_per_bohr": 0.038,
  "total_charge": 0,
  "species": ["C", "C", "C", "H", "H", "H", "H", "H", "H", "H", "H", "C", "H", "H", "H", "H"],
  "xyz": [[0.0660, 2.1072, 0.2451], [0.3958, 0.8568, 1.0877], [1.8231, 0.3586, 0.7809], [0.2881, 1.9608, -0.8098], [-0.9894, 2.3802, 0.2828], [0.6062, 2.9841, 0.6081], [0.5257, 1.2257, 2.1147], [-0.5035, 0.2579, 1.2385], [2.0407, -0.5159, 1.3841], [2.4221, 1.2377, 1.0154], [2.0113, 0.1227, -0.2649], [-1.7640, -2.5947, -1.5118], [-1.9162, -2.5670, -0.4411], [-1.2911, -1.6911, -1.8934], [-1.0462, -3.3768, -1.7508], [-2.6687, -2.7464, -2.0854]],
  "forces_ev_per_a": [[-0.3378, -0.1297, 0.1150], [0.2203, 1.7101, 0.8672], [-1.2384, -0.0891, -0.2825], [0.1813, -0.0450, -0.1054], [-0.0722, -0.1188, 0.1564], [0.1946, -0.0939, -0.1541], [-0.2034, 0.1064, 0.0398], [0.4920, -0.9136, -0.8561], [0.4539, 0.0642, 0.1609], [0.5042, -0.3769, 0.1761], [-0.2013, -0.1234, -0.1240], [0.7500, 0.0232, -0.6264], [-0.1814, 0.1489, 0.0675], [-0.1300, 0.2745, 0.3266], [-0.1493, -0.2864, 0.0777], [-0.2826, -0.1503, 0.1614]],
  "lowdin_charge": [-0.134, -0.316, -0.119, 0.063, 0.061, 0.067, 0.089, 0.091, 0.064, 0.071, 0.063, -0.048, 0.012, 0.011, 0.013, 0.011]
}